[1]
11
Properties=species:S:1:pos:R:3:forces:R:3:nbo_charge:R:1 method="wB97M-V/def2-TZVPD" gap_ev=9.43 lumo_ev=0.843 max_force_ha_per_bohr=0.009 spin_multiplicity=1 energy_ev=-7764.164 homo_ev=-8.5830
N 1.499 0.051 -0.256 0.122 -0.259 0.068 -0.657
C 1.372 -1.201 0.252 -0.228 0.375 -0.103 0.345
C 0.485 1.021 -0.329 -0.182 0.050 0.051 -0.024
C -0.768 0.681 -0.066 0.073 0.046 -0.043 -0.270
C -1.072 -0.740 0.285 -0.176 0.097 -0.038 -0.113
O 0.118 -1.526 0.554 0.242 -0.061 0.039 -0.506
H 2.444 0.331 -0.459 -0.132 -0.066 0.029 0.408
H 0.800 2.032 -0.568 -0.054 -0.174 0.009 0.212
H -1.574 1.406 -0.093 0.130 -0.075 0.036 0.222
H -1.622 -1.257 -0.513 0.119 0.087 0.069 0.188
H -1.682 -0.799 1.192 0.086 -0.020 -0.118 0.196

***

[2]
22
Properties=species:S:1:pos:R:3:forces:R:3:nbo_charge:R:1 method="wB97M-V/def2-TZVPD" gap_ev="6.72 / 6.72" lumo_ev="-0.035 / -0.035" max_force_ha_per_bohr=0.087 spin_multiplicity=1 energy_ev=-13706.447 homo_ev="-6.7572 / -6.7562"
H 1.106 0.258 -1.794 1.222 0.941 -1.000 0.337
N 0.687 -0.059 -0.970 -1.727 -3.130 0.542 -0.791
C 0.660 0.723 0.060 -0.485 1.111 -1.870 0.206
C 1.397 1.964 0.037 1.570 1.074 1.445 -0.263
C 1.462 2.828 1.134 0.555 -0.063 -2.972 -0.176
C 0.528 2.606 2.145 0.433 3.047 3.232 -0.293
C -0.272 1.552 2.114 -1.473 -1.646 0.012 -0.139
C -0.312 0.552 1.067 -1.890 -1.141 2.224 -0.202
C -1.439 -0.399 1.082 0.171 2.478 -0.479 -0.006
C -1.985 -1.293 0.141 -0.113 -0.448 0.509 -0.861
B -1.288 -2.035 -0.914 0.931 1.793 1.342 1.240
O -0.656 -2.950 -1.523 -0.336 -0.569 -0.333 -0.717
C 0.240 -3.143 -2.609 1.472 0.085 -0.170 -0.247
H 2.071 2.092 -0.823 -0.339 0.075 0.439 0.200
H 2.122 3.733 1.086 -0.719 -1.017 0.187 0.216
H 0.398 3.366 3.059 0.507 -1.746 -2.213 0.207
H -0.968 1.527 2.931 -0.497 -0.534 0.145 0.202
H -2.249 -0.155 1.839 1.538 -0.200 -0.460 0.202
H -3.014 -1.553 0.447 0.558 -0.194 -0.692 0.254
H 0.654 -4.172 -2.481 -0.767 0.651 -0.507 0.205
H 1.145 -2.486 -2.446 -1.285 -0.268 -0.358 0.223
H -0.286 -2.956 -3.582 0.674 -0.299 0.977 0.204

***

[3]
10
Properties=species:S:1:pos:R:3:forces:R:3:nbo_charge:R:1 method="wB97M-V/def2-TZVPD" gap_ev=8.83 lumo_ev=-0.299 max_force_ha_per_bohr=0.047 spin_multiplicity=1 energy_ev=-22746.482 homo_ev=-9.1314
H -0.697 -1.914 3.827 -0.235 -1.585 1.069 0.359
N -0.610 -1.099 3.292 0.104 2.159 -1.056 -1.054
P 0.129 -1.410 1.960 0.524 -0.151 -0.867 0.807
H 0.270 -0.139 1.203 -0.565 -0.482 1.152 -0.114
C -0.369 0.886 -1.701 1.034 0.372 -0.959 -0.720
S 1.236 0.361 -0.950 0.809 0.158 -1.933 -0.093
H -1.016 0.016 -1.676 -0.298 0.219 -0.145 0.217
H -0.689 1.679 -1.024 -0.441 -0.048 -0.479 0.225
H -0.211 1.261 -2.786 -0.350 -0.571 2.030 0.235
H 1.958 0.358 -2.145 -0.582 -0.071 1.188 0.137

***

[4]
18
Properties=species:S:1:pos:R:3:forces:R:3:nbo_charge:R:1 method="wB97M-V/def2-TZVPD" gap_ev=10.90 lumo_ev=0.293 max_force_ha_per_bohr=0.082 spin_multiplicity=1 energy_ev=-12479.215 homo_ev=-10.6058
O 0.955 -0.312 -1.865 0.083 -0.423 -0.204 -0.920
H 1.815 -0.551 -1.561 1.879 0.718 0.190 0.466
H 0.616 -1.200 -1.746 -1.648 -0.536 -0.646 0.491
O -0.821 -2.321 -1.446 3.045 -0.261 -0.297 -0.982
H -1.746 -2.234 -1.417 -1.663 -0.381 0.688 0.505
H -0.396 -3.021 -0.917 -1.364 0.314 -0.220 0.493
O -0.931 3.560 -0.566 -2.101 -3.519 1.087 -0.944
H -1.259 3.179 -1.387 0.201 0.294 0.019 0.480
H -0.442 4.298 -0.727 2.013 3.160 -1.065 0.467
O 0.103 0.671 0.372 -0.341 -1.952 0.962 -1.020
H 0.248 1.596 0.263 0.120 0.905 -0.735 0.507
H 0.336 0.093 -0.397 -0.085 1.647 -0.099 0.499
O -1.673 -1.014 1.760 3.019 -0.022 -0.977 -0.946
H -1.422 -1.948 1.772 -0.646 -0.153 0.354 0.446
H -0.745 -0.676 1.449 -2.731 0.149 0.769 0.487
O 1.919 -0.370 2.143 1.162 -1.172 0.774 -0.989
H 2.162 0.323 2.763 -0.391 0.112 -0.345 0.472
H 1.279 -0.076 1.503 -0.553 1.122 -0.258 0.487

***

[5]
69
Properties=species:S:1:pos:R:3:forces:R:3:nbo_charge:R:1 method="wB97M-V/def2-TZVPD" gap_ev="6.44 / 7.24" lumo_ev="-1.784 / -1.791" max_force_ha_per_bohr=0.034 total_charge=+1 spin_multiplicity=4 energy_ev=-63697.914 homo_ev="-8.2204 / -9.0356"
V -2.614 -15.693 -16.535 0.946 -0.741 -0.386 1.252
C 1.184 -17.253 -17.457 0.239 -0.396 -0.485 -0.621
C 0.289 -17.459 -16.239 0.346 -0.419 0.368 -0.003
O -0.875 -16.776 -16.301 -1.457 0.998 0.019 -0.926
H 1.416 -16.199 -17.633 -0.011 0.008 0.148 0.186
H 0.710 -17.641 -18.367 -0.207 0.131 0.143 0.181
H 2.119 -17.823 -17.387 0.003 0.204 0.227 0.198
H 0.873 -17.203 -15.327 0.039 0.113 -0.165 0.113
H 0.125 -18.556 -16.127 -0.008 0.125 -0.153 0.114
C -2.934 -14.873 -13.284 -0.015 0.218 0.029 0.567
O -2.977 -15.218 -14.456 0.142 0.113 -0.218 -0.652
N -3.010 -15.703 -12.249 0.131 -0.317 0.118 -0.396
C -2.754 -15.240 -10.890 -0.491 0.438 -0.447 -0.412
C -2.963 -17.142 -12.475 0.086 0.029 0.283 -0.422
H -2.847 -13.812 -12.998 -0.025 -0.051 0.003 0.125
H -3.221 -15.943 -10.209 0.247 -0.079 0.190 0.219
H -3.254 -14.281 -10.743 0.111 0.024 0.017 0.213
H -1.688 -15.110 -10.716 0.052 -0.238 0.251 0.209
H -3.653 -17.633 -11.789 -0.048 0.000 -0.029 0.201
H -3.230 -17.362 -13.501 0.077 0.011 -0.092 0.238
H -1.954 -17.504 -12.262 -0.025 -0.100 -0.140 0.215
C -4.487 -18.416 -15.806 -0.089 -0.104 0.549 0.565
O -3.828 -17.455 -16.154 -0.029 0.330 -0.309 -0.632
N -5.608 -18.352 -15.062 0.343 -0.203 -0.392 -0.410
C -6.257 -17.099 -14.805 -0.405 0.551 0.393 -0.427
C -6.329 -19.549 -14.702 -0.159 -0.124 0.039 -0.406
H -4.176 -19.442 -16.035 0.045 -0.058 -0.052 0.140
H -5.653 -16.279 -15.186 0.026 -0.036 -0.082 0.240
H -6.415 -16.941 -13.733 0.167 -0.111 -0.034 0.204
H -7.258 -17.082 -15.253 0.150 -0.005 -0.153 0.200
H -6.669 -19.469 -13.670 -0.025 -0.020 0.013 0.210
H -7.198 -19.687 -15.350 -0.025 -0.064 0.063 0.201
H -5.680 -20.418 -14.773 0.018 -0.029 -0.078 0.220
C -3.189 -16.545 -19.704 0.047 -0.243 0.048 0.560
O -2.601 -16.255 -18.670 -0.099 0.177 0.087 -0.638
N -2.586 -17.009 -20.806 0.060 0.442 0.345 -0.398
C -3.301 -17.194 -22.038 -0.325 0.068 -0.408 -0.403
C -1.146 -17.118 -20.859 0.511 -0.445 -0.114 -0.431
H -4.283 -16.486 -19.806 0.010 0.093 0.051 0.121
H -3.258 -18.232 -22.369 0.035 0.004 -0.045 0.209
H -2.883 -16.549 -22.816 0.080 -0.121 -0.002 0.204
H -4.346 -16.902 -21.931 -0.001 -0.118 0.151 0.210
H -0.840 -18.154 -21.040 -0.148 0.044 0.007 0.210
H -0.740 -16.523 -21.681 -0.103 0.124 0.078 0.200
H -0.706 -16.812 -19.915 -0.108 0.134 0.056 0.254
C -0.753 -13.094 -17.652 0.370 0.263 0.039 0.571
O -1.575 -13.875 -17.207 -0.294 -0.221 0.270 -0.647
N -0.135 -12.143 -16.934 -0.146 -0.103 -0.194 -0.402
C -0.378 -12.000 -15.520 -0.066 0.275 0.378 -0.422
C 0.791 -11.197 -17.520 0.461 -0.203 -0.176 -0.408
H -0.447 -13.103 -18.706 -0.026 -0.047 -0.049 0.133
H -1.101 -12.729 -15.171 0.048 -0.188 -0.141 0.234
H -0.775 -11.003 -15.304 0.079 -0.008 -0.044 0.198
H 0.561 -12.119 -14.978 -0.052 -0.036 0.061 0.211
H 0.391 -10.183 -17.507 -0.044 0.000 -0.015 0.203
H 1.740 -11.208 -16.976 -0.147 0.039 0.139 0.211
H 1.049 -11.483 -18.539 -0.277 0.026 -0.041 0.219
C -5.404 -13.828 -17.040 -0.255 -0.042 -0.133 0.557
O -4.362 -14.390 -16.743 0.215 -0.275 0.013 -0.646
N -5.571 -12.509 -16.982 -0.289 0.144 -0.064 -0.399
C -6.793 -11.861 -17.424 -0.136 -0.037 -0.121 -0.405
C -4.464 -11.681 -16.555 0.306 0.350 0.086 -0.419
H -6.296 -14.379 -17.372 0.018 -0.006 -0.018 0.129
H -6.600 -11.197 -18.269 0.085 0.070 0.098 0.209
H -7.241 -11.292 -16.609 0.025 0.050 -0.026 0.210
H -7.519 -12.596 -17.768 0.083 -0.118 0.114 0.216
H -4.033 -12.059 -15.630 0.059 -0.150 -0.092 0.221
H -3.688 -11.638 -17.323 0.034 -0.093 0.079 0.213
H -4.809 -10.666 -16.368 -0.159 -0.043 -0.059 0.215

***

[6]
49
Properties=species:S:1:pos:R:3:forces:R:3:nbo_charge:R:1 method="wB97M-V/def2-TZVPD" gap_ev=9.45 lumo_ev=0.445 max_force_ha_per_bohr=0.058 spin_multiplicity=1 energy_ev=-26125.445 homo_ev=-9.0071
C -5.313 1.377 0.173 -0.768 1.013 -0.660 -0.252
O -4.569 1.583 1.332 0.011 -0.622 1.711 -0.538
C -4.912 0.688 2.411 -0.105 -0.246 0.669 -0.061
C -4.651 1.269 3.853 1.979 2.120 -0.659 -0.057
C -3.156 1.576 4.116 0.680 -0.117 -1.289 -0.623
N -5.073 0.461 4.944 -0.955 -1.861 -0.496 -0.836
H -5.225 2.300 -0.399 0.639 -0.198 -0.435 0.192
H -6.395 1.389 0.308 -0.293 -0.486 0.699 0.163
H -5.068 0.495 -0.419 0.369 -0.072 0.077 0.169
H -5.960 0.401 2.325 -0.462 0.401 0.084 0.161
H -4.428 -0.282 2.303 0.666 0.003 -0.031 0.172
H -5.169 2.225 3.927 -0.163 0.393 -0.587 0.156
H -2.550 0.685 3.954 -0.172 -0.388 0.374 0.210
H -2.887 1.998 5.083 -0.565 -0.183 0.244 0.206
H -2.693 2.254 3.399 -0.489 0.339 -0.252 0.217
H -6.049 0.266 4.771 -0.278 -0.237 0.722 0.352
H -4.938 0.886 5.850 -0.071 0.162 -0.197 0.370
C 2.128 -3.413 -2.749 0.266 -0.073 0.048 -0.245
O 2.691 -4.666 -3.033 0.345 -1.495 -0.533 -0.550
C 3.450 -4.799 -4.257 -0.208 0.421 0.794 -0.066
C 2.566 -4.934 -5.481 -0.775 -1.389 -0.904 -0.070
C 1.600 -6.171 -5.339 0.487 0.844 1.203 -0.626
N 3.336 -5.106 -6.720 0.264 1.043 0.035 -0.847
H 1.347 -3.130 -3.455 0.150 0.261 -0.297 0.163
H 2.938 -2.688 -2.666 -0.170 0.491 -0.226 0.168
H 1.639 -3.471 -1.776 0.135 -0.217 0.043 0.194
H 4.193 -4.002 -4.246 -0.192 0.499 -0.669 0.181
H 4.074 -5.693 -4.236 -0.258 -0.387 0.644 0.179
H 1.966 -4.033 -5.615 -0.030 0.088 0.017 0.185
H 1.012 -6.377 -6.234 0.132 0.182 -0.011 0.204
H 0.944 -6.034 -4.479 -0.309 0.120 -0.103 0.215
H 2.183 -7.048 -5.058 0.199 -0.141 -0.342 0.200
H 2.691 -5.233 -7.487 0.139 -0.057 -0.070 0.359
H 4.021 -5.848 -6.744 -0.173 -0.190 0.373 0.358
O 2.415 7.026 3.723 0.187 0.091 -0.132 -0.939
H 2.483 6.476 4.502 0.064 -0.190 0.219 0.470
H 1.473 7.140 3.591 -0.241 0.050 -0.085 0.469
O 4.853 4.068 -1.476 -0.124 -0.227 0.086 -0.939
H 5.330 4.559 -0.807 0.125 0.123 0.191 0.468
H 4.976 4.574 -2.279 -0.014 0.094 -0.233 0.471
O 2.651 2.025 1.696 -0.136 -0.203 -0.005 -0.941
H 2.594 2.732 2.340 -0.032 0.162 0.233 0.469
H 3.217 2.374 1.007 0.161 0.069 -0.264 0.471
O -1.329 4.365 -0.333 -0.044 0.261 -0.075 -0.941
H -1.971 3.676 -0.163 -0.213 -0.185 0.084 0.470
H -0.481 3.933 -0.230 0.253 -0.106 0.030 0.470
O 3.186 3.349 6.338 -0.115 0.072 -0.237 -0.938
H 4.117 3.399 6.552 0.264 -0.012 0.008 0.469
H 2.742 3.380 7.185 -0.159 -0.021 0.204 0.469